(1)
C36H61N7O8S | ωB97M-V/def2-TZVPD

```
! wB97M-V def2-TZVPD RIJCOSX def2/J DEFGRID3
* xyz 0 1
C 0.79 3.78 3.50
C 0.29 2.63 2.60
O 0.90 2.62 1.30
C 1.69 1.53 1.05
C 1.21 0.17 1.07
C -0.24 -0.17 1.43
C -0.35 -0.95 2.76
O -1.16 -1.86 2.81
C 0.43 -0.63 4.02
C -0.31 -0.55 5.21
C 0.32 -0.27 6.40
C 1.69 -0.04 6.48
C 2.42 -0.11 5.31
C 1.79 -0.41 4.11
C 2.06 -0.85 0.77
N 1.53 -2.20 0.81
C 1.32 -2.67 -0.29
S 1.06 -3.09 -1.78
C 3.42 -0.64 0.43
N 4.18 -1.74 0.13
C 5.40 -1.39 -0.19
C 5.90 -0.05 -0.21
N 5.18 0.99 0.11
C 3.89 0.68 0.43
C 3.01 1.75 0.75
C 3.55 3.18 0.76
O 4.64 3.25 1.69
O 4.05 3.04 2.96
H 0.26 4.69 3.20
H 1.88 3.86 3.40
H 0.47 3.54 4.52
H -0.79 2.81 2.43
H 0.34 1.67 3.14
H -0.86 0.73 1.42
H -0.60 -0.85 0.65
H -1.38 -0.72 5.17
H -0.29 -0.24 7.30
H 2.21 0.21 7.40
H 3.50 0.07 5.29
H 2.42 -0.42 3.22
H 6.09 -2.19 -0.47
H 6.94 0.11 -0.52
H 2.80 3.88 1.14
H 3.87 3.51 -0.23
H 4.78 2.93 3.58
C -2.20 -2.79 -7.44
O -1.55 -2.33 -6.27
C -2.39 -2.15 -5.15
C -2.76 -3.44 -4.40
C -3.80 -4.30 -5.12
N -1.58 -4.26 -4.12
H -3.21 -2.37 -7.54
H -2.24 -3.88 -7.46
H -1.61 -2.47 -8.30
H -1.82 -1.51 -4.46
H -3.29 -1.58 -5.43
H -3.20 -3.14 -3.44
H -3.37 -4.87 -5.94
H -4.24 -5.01 -4.42
H -4.61 -3.68 -5.51
H -0.94 -3.72 -3.54
H -1.08 -4.38 -5.00
C -2.51 -2.84 9.05
O -2.58 -1.45 8.75
C -3.12 -1.14 7.48
C -4.65 -1.20 7.39
C -5.22 -2.61 7.34
N -5.29 -0.47 8.49
H -2.28 -3.43 8.16
H -3.45 -3.18 9.51
H -1.72 -2.98 9.78
H -2.81 -0.11 7.28
H -2.65 -1.77 6.70
H -4.93 -0.71 6.45
H -5.23 -3.08 8.33
H -6.24 -2.60 6.98
H -4.64 -3.25 6.67
H -5.00 0.51 8.44
H -4.87 -0.80 9.35
C 3.25 6.78 4.74
O 2.01 7.43 4.51
C 2.11 8.78 4.09
C 2.45 8.97 2.61
C 3.92 8.70 2.27
N 1.61 8.15 1.74
H 3.99 7.47 5.17
H 3.63 6.34 3.82
H 3.08 5.97 5.45
H 1.12 9.20 4.26
H 2.80 9.33 4.74
H 2.26 10.02 2.37
H 4.14 7.64 2.21
H 4.17 9.14 1.30
H 4.58 9.15 3.02
H 0.64 8.41 1.88
H 1.66 7.19 2.09
C -0.68 -5.23 -10.22
O -1.90 -4.54 -10.44
C -1.90 -3.70 -11.58
C -2.10 -4.42 -12.92
C -0.87 -5.17 -13.41
N -3.24 -5.34 -12.88
H 0.19 -4.63 -10.49
H -0.67 -6.18 -10.76
H -0.62 -5.46 -9.15
H -2.74 -3.02 -11.43
H -0.99 -3.07 -11.59
H -2.32 -3.65 -13.67
H -0.73 -6.12 -12.90
H -0.96 -5.40 -14.47
H 0.04 -4.57 -13.28
H -4.08 -4.82 -12.66
H -3.11 -5.94 -12.06
*
```

The SMILES is CCOc1c(CC(=O)c2ccccc2)c(N=C=S)c2nccnc2c1COO.COC[C@@H](C)N.COC[C@@H](C)N.COC[C@@H](C)N.COC[C@@H](C)N. For the HOMO energy, the calculation gives -8.917 eV. The energy above the lowest of the compared OMol25 structures with the same formula, charge and spin comes out at 0.504 eV. For the gap between HOMO and LUMO, the calculation gives 0.3106 hartree. The calculation puts the largest force on an atom at 1.60 eV/A.


(2)
C36H61NO8 | ωB97M-V/def2-TZVPD

```
! wB97M-V def2-TZVPD RIJCOSX def2/J DEFGRID3
* xyz 0 1
C 1.51 3.60 -0.12
C 0.00 3.42 -0.46
C -0.94 4.50 0.13
C -2.27 3.89 0.64
C -2.71 4.37 2.05
C -3.51 3.29 2.80
C -3.33 3.26 4.35
C -3.03 1.81 4.83
C -1.59 1.68 5.38
C -0.78 0.42 4.99
C -0.80 0.13 3.45
C -1.91 -0.96 3.29
N -2.78 -0.73 2.12
O -0.96 1.34 2.71
C 0.23 2.04 2.92
O 0.32 3.23 2.91
O 1.21 1.13 3.20
C 0.62 -0.20 2.98
C 1.50 -1.12 3.85
O 0.70 -2.11 4.53
C 1.49 -3.10 5.09
C 1.38 -4.47 4.45
O 2.19 -2.86 6.05
C 0.95 -0.42 1.47
C -0.01 -1.30 0.68
C -0.81 -0.68 -0.25
C -1.73 -1.42 -0.96
C -1.84 -2.77 -0.74
C -1.00 -3.39 0.16
C -0.08 -2.66 0.87
H 1.59 4.24 0.76
H 2.10 3.99 -0.95
H 1.89 2.63 0.20
H -0.30 2.44 -0.05
H -0.06 3.35 -1.55
H -1.11 5.25 -0.65
H -0.42 4.97 0.97
H -3.03 4.21 -0.08
H -2.23 2.80 0.56
H -3.36 5.23 1.89
H -1.82 4.72 2.58
H -4.57 3.46 2.57
H -3.26 2.33 2.34
H -2.53 3.95 4.63
H -4.30 3.58 4.75
H -3.27 1.18 3.97
H -3.74 1.53 5.63
H -1.63 1.75 6.48
H -1.02 2.54 5.03
H -1.12 -0.43 5.58
H 0.25 0.58 5.32
H -1.36 -1.90 3.21
H -2.58 -0.96 4.15
H -2.73 -1.58 1.56
H -3.74 -0.59 2.40
H 2.27 -1.65 3.29
H 2.02 -0.51 4.60
H 0.85 -4.40 3.50
H 2.40 -4.80 4.22
H 0.88 -5.18 5.12
H 0.98 0.53 0.92
H 1.96 -0.84 1.40
H -0.71 0.39 -0.38
H -2.37 -0.90 -1.65
H -2.59 -3.32 -1.29
H -1.12 -4.46 0.30
H 0.58 -3.15 1.58
C 1.40 0.60 -4.39
C 0.22 0.07 -5.20
C -0.76 -0.32 -4.11
O -0.53 0.57 -3.01
C 0.70 1.28 -3.23
H 2.05 1.26 -4.95
H 2.00 -0.24 -4.03
H -0.20 0.88 -5.81
H 0.47 -0.76 -5.86
H -0.58 -1.34 -3.76
H -1.80 -0.23 -4.43
H 0.44 2.32 -3.47
H 1.30 1.28 -2.32
C 5.22 1.62 -2.69
C 5.20 0.21 -2.10
C 3.89 0.21 -1.34
O 3.00 1.09 -2.04
C 3.75 1.84 -3.01
H 5.87 1.72 -3.56
H 5.55 2.33 -1.93
H 5.17 -0.53 -2.91
H 6.06 -0.01 -1.47
H 4.02 0.60 -0.32
H 3.44 -0.78 -1.28
H 3.50 1.46 -4.00
H 3.46 2.89 -2.95
C 0.22 -4.96 -4.99
C -1.16 -5.43 -5.44
C -1.85 -4.12 -5.77
O -0.83 -3.21 -6.22
C 0.46 -3.78 -5.93
H 0.99 -5.72 -5.07
H 0.18 -4.61 -3.96
H -1.07 -6.04 -6.34
H -1.69 -6.01 -4.68
H -2.32 -3.68 -4.88
H -2.60 -4.23 -6.55
H 0.91 -4.10 -6.87
H 1.10 -3.02 -5.48
*
```

The SMILES is CCCCCCCCCC[C@@]1(CN)OC(=O)O[C@]1(COC(C)=O)Cc1ccccc1.C1CCOC1.C1CCOC1.C1CCOC1. For the HOMO energy, the calculation gives -8.823 eV. For the gap between HOMO and LUMO, the calculation gives 0.3386 hartree. The calculation puts the largest force on an atom at 1.97 eV/A.


(3)
C36H62AsN8O2SY | ωB97M-V/def2-TZVPD

```
! wB97M-V def2-TZVPD RIJCOSX def2/J DEFGRID3
* xyz 2 1
Y 10.50 14.26 12.78
C 13.68 16.47 11.54
C 12.63 15.95 10.54
N 12.10 14.57 10.79
C 13.20 13.57 10.85
C 13.61 13.29 12.27
N 12.36 12.68 13.00
C 12.75 12.14 14.35
C 13.08 13.27 15.37
C 11.82 13.73 16.13
N 10.84 14.50 15.36
C 10.93 15.97 15.61
C 12.06 16.65 14.91
N 11.95 16.49 13.45
C 13.10 17.19 12.75
H 14.36 15.73 11.93
H 14.38 17.19 10.98
H 11.76 16.67 10.40
H 13.19 15.88 9.56
H 11.45 14.33 10.04
H 12.91 12.64 10.40
H 14.11 13.91 10.30
H 14.37 12.53 12.32
H 13.90 14.13 12.82
H 12.15 11.81 12.49
H 11.89 11.57 14.74
H 13.62 11.52 14.21
H 13.78 12.85 16.05
H 13.58 14.09 14.81
H 11.33 12.78 16.46
H 12.13 14.24 17.07
H 9.92 14.22 15.73
H 9.93 16.42 15.30
H 11.02 16.12 16.66
H 12.02 17.67 15.25
H 13.02 16.29 15.26
H 11.10 17.03 13.21
H 12.78 18.20 12.56
H 13.90 17.31 13.49
C 8.45 18.08 12.17
C 8.56 16.61 11.95
O 8.88 15.84 12.95
C 8.33 16.18 10.55
C 7.69 17.03 9.67
C 7.10 16.48 8.50
C 7.23 15.11 8.20
C 8.08 14.31 8.91
C 8.63 14.75 10.16
O 9.31 13.92 10.90
H 8.75 18.35 13.20
H 7.48 18.51 11.95
H 9.06 18.59 11.48
H 7.52 18.12 9.81
H 6.56 17.13 7.78
H 6.62 14.69 7.39
H 8.21 13.26 8.59
C 12.21 19.41 5.45
N 11.11 19.59 6.45
C 10.40 18.38 6.78
C 10.89 20.79 7.10
S 10.22 20.98 8.65
N 11.25 21.89 6.29
C 10.38 22.01 5.09
C 11.51 23.17 6.95
H 12.81 18.53 5.74
H 12.85 20.31 5.61
H 11.83 19.20 4.44
H 9.69 18.10 6.00
H 9.79 18.62 7.69
H 11.05 17.49 6.94
H 10.17 20.96 4.77
H 10.88 22.50 4.28
H 9.41 22.54 5.33
H 12.03 22.96 7.89
H 10.64 23.81 7.19
H 12.19 23.75 6.29
C 7.10 13.58 15.11
C 7.73 12.53 14.31
N 8.89 12.51 13.65
C 9.06 11.19 13.14
C 8.00 10.44 13.55
N 7.14 11.29 14.19
H 7.06 14.49 14.52
H 7.67 13.80 16.04
H 6.08 13.31 15.35
H 9.98 10.97 12.61
H 7.76 9.42 13.31
H 6.21 11.03 14.56
C 9.26 7.44 8.33
As 10.43 9.08 8.52
C 9.09 10.15 9.50
C 10.16 9.98 6.74
C 10.67 9.04 5.70
C 12.07 8.73 5.67
C 12.50 7.64 4.92
C 11.54 6.86 4.22
C 10.18 7.29 4.14
C 9.74 8.30 4.92
H 8.50 7.56 7.56
H 8.86 7.26 9.29
H 9.92 6.59 8.05
H 8.13 9.86 9.04
H 9.27 11.23 9.44
H 9.20 9.84 10.57
H 10.74 10.85 6.90
H 9.13 10.27 6.67
H 12.76 9.36 6.20
H 13.58 7.33 4.94
H 11.81 5.93 3.69
H 9.46 6.71 3.56
H 8.70 8.65 4.78
*
```

For the HOMO energy, the calculation gives -11.388 eV. The energy above the lowest of the compared OMol25 structures with the same formula, charge and spin comes out at 0.000 eV. For the gap between HOMO and LUMO, the calculation gives 0.2237 hartree. The calculation puts the largest force on an atom at 4.08 eV/A.